No. 1
The following is a quantum chemistry calculation of the molecule C10H15NSi, from the OMol25 dataset.

Values from the calculation:
HOMO energy (alpha / beta) ... -0.2217 / -0.1708 Ha
Strongest force on any atom ... 3.97 eV/Å
Electronic energy ... -19975.8418 eV
HOMO-LUMO gap (alpha / beta) ... 4.85 / 2.31 eV

```
! RIJCOSX wB97M-V def2-TZVPD def2/J DEFGRID3
* xyz 0 1
C -2.52 1.21 1.56
C -2.40 0.16 0.64
C -1.37 1.65 2.13
C -1.20 -0.46 0.37
C -0.08 1.20 1.76
C 0.05 0.06 0.73
C 0.95 1.60 2.57
C 2.37 -0.42 0.55
C 0.92 -2.34 -2.30
C -0.52 0.33 -2.76
N 1.05 -0.33 -0.11
Si 0.95 -0.51 -1.94
H -3.38 1.74 1.89
H -3.27 -0.23 0.15
H -1.41 2.35 2.92
H -1.44 -1.32 -0.25
H 0.65 2.27 3.27
H 1.99 1.38 2.59
H 3.07 0.46 0.44
H 2.23 -0.79 1.58
H 2.96 -1.18 -0.06
H 1.46 -2.76 -1.52
H -0.19 -2.78 -2.22
H 1.30 -2.71 -3.24
H -0.07 0.89 -3.57
H -1.13 -0.45 -3.19
H -0.96 0.96 -1.98
*
```


No. 2
The following is a quantum chemistry calculation of the molecule C10H15O2P, from the OMol25 dataset.

Values from the calculation:
HOMO energy ... -0.3298 Ha
Strongest force on any atom ... 5.02 eV/Å
Structure (SMILES) ... CC(C)[P@](C)(=O)c1ccccc1O
Electronic energy ... -23995.8045 eV
HOMO-LUMO gap ... 9.74 eV

```
! RIJCOSX wB97M-V def2-TZVPD def2/J DEFGRID3
* xyz 0 1
C -0.77 2.23 0.50
C -1.69 1.14 0.05
C -3.05 1.12 0.89
P -1.10 -0.64 0.30
C -1.97 -1.40 -1.14
O -1.60 -1.17 1.54
C 1.02 -0.67 -0.19
C 1.42 -1.20 -1.38
C 2.80 -1.35 -1.66
C 3.68 -0.95 -0.69
C 3.24 -0.48 0.63
C 1.85 -0.32 0.83
O 1.27 0.05 2.00
H -1.12 3.20 0.34
H -0.49 2.03 1.52
H 0.29 2.31 -0.04
H -1.80 1.27 -1.00
H -2.85 0.49 1.83
H -3.82 0.50 0.30
H -3.35 2.09 1.29
H -1.85 -2.52 -1.04
H -2.98 -1.21 -1.01
H -1.66 -0.84 -2.07
H 0.77 -1.25 -2.21
H 3.15 -1.61 -2.61
H 4.74 -0.95 -0.87
H 4.04 -0.11 1.21
H 1.84 0.22 2.68
*
```


No. 3
The following is a quantum chemistry calculation of a cluster of 2 separate species, C10H16 in total, from the OMol25 dataset.

Values from the calculation:
HOMO energy (alpha / beta) ... 0.0346 / -0.1368 Ha
Strongest force on any atom ... 2.79 eV/Å
Electronic energy ... -10627.2211 eV
HOMO-LUMO gap (alpha / beta) ... 2.87 / 7.35 eV

```
! RIJCOSX wB97M-V def2-TZVPD def2/J DEFGRID3
* xyz -1 2
C 1.84 -2.15 1.13
C 1.76 1.59 0.52
C 0.95 1.94 1.60
C 2.28 0.29 0.50
C 1.87 -0.67 1.47
C 0.55 1.04 2.59
C 1.00 -0.28 2.54
H 2.22 2.23 -0.22
H 0.72 3.00 1.73
H 3.00 0.04 -0.27
H 0.01 1.39 3.46
H 2.40 -2.91 1.67
H 2.15 -2.27 0.08
H 0.64 -1.00 3.26
H 0.78 -2.47 1.27
C -1.83 0.43 -1.47
C -1.53 0.59 -2.98
C -2.51 -0.92 -1.24
H -1.02 0.51 -0.75
H -2.40 1.32 -1.20
H -2.44 0.42 -3.57
H -3.60 -0.83 -1.02
H -2.64 -1.55 -2.12
H -2.10 -1.51 -0.43
H -1.50 1.66 -3.26
H -0.60 0.13 -3.27
*
```


No. 4
The following is a quantum chemistry calculation of a cluster of 2 separate species, C10H16 in total, from the OMol25 dataset.

Values from the calculation:
HOMO energy ... -0.3320 Ha
Strongest force on any atom ... 2.60 eV/Å
Structure (SMILES) ... Cc1ccccc1.CCC
Electronic energy ... -10629.0493 eV
HOMO-LUMO gap ... 10.05 eV

```
! RIJCOSX wB97M-V def2-TZVPD def2/J DEFGRID3
* xyz 0 1
C 0.35 2.14 1.87
C 0.24 1.73 0.45
C 1.12 0.91 -0.22
C 1.02 0.65 -1.58
C 0.04 1.20 -2.38
C -0.81 2.14 -1.74
C -0.72 2.38 -0.39
H -0.56 2.65 2.20
H 1.19 2.80 2.06
H 0.48 1.22 2.45
H 1.84 0.36 0.38
H 1.79 0.04 -2.04
H -0.12 0.99 -3.42
H -1.41 2.84 -2.31
H -1.42 3.02 0.12
C 0.84 -2.55 1.08
C -0.14 -2.50 -0.08
C -1.53 -1.90 0.22
H 0.69 -3.33 1.82
H 1.84 -2.69 0.64
H 0.85 -1.55 1.51
H -0.24 -3.47 -0.60
H 0.25 -1.93 -0.92
H -2.23 -2.48 -0.36
H -1.57 -0.84 -0.05
H -1.79 -1.84 1.28
*
```


No. 5
The following is a quantum chemistry calculation of a cluster of 2 separate species, C10H16 in total, from the OMol25 dataset.

Values from the calculation:
HOMO energy ... -0.3273 Ha
Strongest force on any atom ... 3.53 eV/Å
Structure (SMILES) ... Cc1ccccc1.CCC
Electronic energy ... -10627.9326 eV
HOMO-LUMO gap ... 9.88 eV

```
! RIJCOSX wB97M-V def2-TZVPD def2/J DEFGRID3
* xyz 0 1
C -2.21 2.43 0.90
C -1.80 1.12 0.33
C -0.93 1.14 -0.83
C -0.68 -0.03 -1.49
C -1.32 -1.29 -1.22
C -2.07 -1.31 -0.05
C -2.26 -0.12 0.66
H -3.25 2.37 1.20
H -1.97 3.22 0.23
H -1.68 2.49 1.87
H -0.32 2.02 -0.92
H 0.00 0.00 -2.32
H -1.26 -2.17 -1.85
H -2.50 -2.30 0.11
H -3.19 -0.12 1.24
C 3.44 -0.47 -0.47
C 1.94 -0.57 -0.28
C 1.52 -0.95 1.19
H 3.81 -1.02 -1.34
H 3.89 -1.12 0.32
H 3.68 0.58 -0.41
H 1.40 0.29 -0.67
H 1.46 -1.40 -0.85
H 2.42 -1.15 1.76
H 1.18 0.03 1.57
H 0.69 -1.66 1.31
*
```


No. 6
The following is a quantum chemistry calculation of a cluster of 2 separate species, C10H16 in total, from the OMol25 dataset.

Values from the calculation:
HOMO energy ... -0.3278 Ha
Strongest force on any atom ... 4.61 eV/Å
Structure (SMILES) ... CCc1ccccc1.CC
Electronic energy ... -10627.0178 eV
HOMO-LUMO gap ... 9.80 eV

```
! RIJCOSX wB97M-V def2-TZVPD def2/J DEFGRID3
* xyz 0 1
C 0.59 -2.40 -1.70
C 0.60 -0.99 -1.03
C -0.89 -0.51 -0.74
C -1.97 -0.89 -1.47
C -3.22 -0.43 -1.14
C -3.37 0.49 -0.10
C -2.26 0.96 0.56
C -1.04 0.41 0.30
H -0.22 -2.69 -2.35
H 0.32 -3.15 -0.87
H 1.39 -2.50 -2.36
H 1.21 -0.91 -0.18
H 1.10 -0.28 -1.79
H -1.65 -1.44 -2.38
H -4.06 -0.69 -1.82
H -4.30 0.88 0.24
H -2.24 1.74 1.27
H -0.04 0.62 0.90
C 2.83 1.97 2.31
C 2.23 0.94 1.29
H 1.91 2.26 3.05
H 3.72 1.57 2.90
H 3.24 2.89 1.65
H 1.09 1.12 1.44
H 2.50 -0.07 1.72
H 2.55 1.08 0.30
*
```


No. 7
The following is a quantum chemistry calculation of a cluster of 2 separate species, C10H16 in total, from the OMol25 dataset.

Values from the calculation:
HOMO energy ... -0.3257 Ha
Strongest force on any atom ... 2.85 eV/Å
Structure (SMILES) ... CCc1ccccc1.CC
Electronic energy ... -10628.3056 eV
HOMO-LUMO gap ... 9.82 eV

```
! RIJCOSX wB97M-V def2-TZVPD def2/J DEFGRID3
* xyz 0 1
C 0.02 -1.53 2.97
C 0.44 -1.61 1.47
C 0.91 -0.31 0.95
C 1.90 0.51 1.53
C 1.99 1.83 1.13
C 1.32 2.34 0.05
C 0.57 1.42 -0.69
C 0.35 0.12 -0.29
H -0.64 -2.38 3.11
H -0.50 -0.57 3.05
H 0.77 -1.48 3.77
H 1.21 -2.41 1.39
H -0.44 -1.90 0.89
H 2.55 0.18 2.32
H 2.72 2.45 1.66
H 1.38 3.38 -0.24
H 0.25 1.84 -1.64
H -0.44 -0.53 -0.64
C -1.99 0.60 -2.39
C -1.68 -0.85 -2.78
H -1.70 0.67 -1.34
H -1.40 1.32 -2.95
H -2.99 0.88 -2.73
H -2.02 -1.44 -3.64
H -2.00 -1.59 -2.05
H -0.58 -0.94 -2.90
*
```


No. 8
The following is a quantum chemistry calculation of a cluster of 2 separate species, C10H16 in total, from the OMol25 dataset.

Values from the calculation:
HOMO energy ... -0.3184 Ha
Strongest force on any atom ... 3.99 eV/Å
Structure (SMILES) ... Cc1ccccc1.CCC
Electronic energy ... -10627.4400 eV
HOMO-LUMO gap ... 9.65 eV

```
! RIJCOSX wB97M-V def2-TZVPD def2/J DEFGRID3
* xyz 0 1
C 2.40 0.83 1.02
C 1.54 -0.36 0.68
C 0.36 -0.92 1.34
C -0.41 -1.90 0.74
C -0.08 -2.49 -0.45
C 1.19 -2.03 -1.01
C 1.83 -0.84 -0.55
H 2.37 1.63 0.35
H 3.40 0.54 0.97
H 2.12 1.21 1.94
H 0.19 -0.41 2.32
H -1.33 -2.28 1.28
H -0.59 -3.36 -0.87
H 1.63 -2.77 -1.59
H 2.54 -0.21 -1.10
C -2.29 1.56 -1.79
C -1.81 2.49 -0.64
C -1.75 1.95 0.83
H -2.68 2.33 -2.48
H -1.56 0.93 -2.30
H -3.22 1.01 -1.51
H -2.55 3.24 -0.64
H -0.88 2.81 -1.03
H -1.09 1.08 1.10
H -2.70 1.62 1.27
H -1.46 2.89 1.36
*
```


No. 9
The following is a quantum chemistry calculation of a cluster of 2 separate species, C10H16 in total, from the OMol25 dataset.

Values from the calculation:
HOMO energy ... -0.3322 Ha
Strongest force on any atom ... 1.65 eV/Å
Structure (SMILES) ... CCc1ccccc1.CC
Electronic energy ... -10629.1385 eV
HOMO-LUMO gap ... 10.02 eV

```
! RIJCOSX wB97M-V def2-TZVPD def2/J DEFGRID3
* xyz 0 1
C -2.01 0.47 -2.60
C -1.17 -0.25 -1.52
C -0.04 0.58 -0.98
C -0.19 1.33 0.18
C 0.86 2.07 0.69
C 2.06 2.14 0.02
C 2.23 1.35 -1.12
C 1.23 0.50 -1.56
H -2.78 1.10 -2.16
H -2.40 -0.28 -3.29
H -1.36 1.17 -3.13
H -1.77 -0.65 -0.72
H -0.71 -1.08 -2.04
H -1.21 1.36 0.55
H 0.73 2.69 1.58
H 2.90 2.75 0.32
H 3.23 1.19 -1.47
H 1.38 -0.02 -2.49
C -0.82 -1.88 2.67
C 0.60 -2.15 2.20
H -1.28 -2.77 3.10
H -0.86 -1.12 3.45
H -1.51 -1.58 1.88
H 1.18 -2.59 3.02
H 1.13 -1.28 1.83
H 0.59 -3.04 1.57
*
```


No. 10
The following is a quantum chemistry calculation of a cluster of 2 separate species, C10H16 in total, from the OMol25 dataset.

Values from the calculation:
HOMO energy ... -0.3327 Ha
Strongest force on any atom ... 1.51 eV/Å
Structure (SMILES) ... Cc1ccccc1.CCC
Electronic energy ... -10629.2395 eV
HOMO-LUMO gap ... 10.10 eV

```
! RIJCOSX wB97M-V def2-TZVPD def2/J DEFGRID3
* xyz 0 1
C 2.14 1.67 -1.27
C 0.73 1.55 -0.78
C 0.43 1.78 0.57
C -0.88 1.74 1.04
C -1.92 1.59 0.14
C -1.62 1.32 -1.20
C -0.31 1.16 -1.62
H 2.33 2.59 -1.83
H 2.40 0.80 -1.87
H 2.83 1.61 -0.45
H 1.26 1.93 1.25
H -1.05 1.77 2.10
H -2.96 1.65 0.41
H -2.41 1.40 -1.92
H -0.10 0.97 -2.67
C -0.80 -1.91 -0.28
C -0.54 -2.38 1.14
C 0.94 -2.21 1.49
H -1.79 -1.55 -0.55
H -0.16 -1.08 -0.57
H -0.50 -2.65 -1.04
H -1.15 -1.73 1.78
H -0.85 -3.39 1.39
H 1.51 -2.98 0.94
H 1.36 -1.24 1.25
H 1.11 -2.39 2.54
*
```


No. 11
The following is a quantum chemistry calculation of a cluster of 2 separate species, C10H16 in total, from the OMol25 dataset.

Values from the calculation:
HOMO energy ... -0.3271 Ha
Strongest force on any atom ... 4.10 eV/Å
Structure (SMILES) ... CCc1ccccc1.CC
Electronic energy ... -10627.0627 eV
HOMO-LUMO gap ... 9.82 eV

```
! RIJCOSX wB97M-V def2-TZVPD def2/J DEFGRID3
* xyz 0 1
C -1.32 -2.49 1.38
C 0.19 -2.55 0.87
C 1.04 -1.30 0.83
C 2.46 -1.27 1.17
C 3.11 -0.16 0.74
C 2.56 1.07 0.34
C 1.14 1.09 0.35
C 0.39 -0.06 0.65
H -1.54 -2.61 2.49
H -2.07 -3.05 0.85
H -1.76 -1.53 1.18
H 0.58 -3.17 1.76
H 0.21 -3.25 -0.01
H 2.97 -2.15 1.58
H 4.21 -0.27 0.76
H 3.14 2.01 0.11
H 0.60 2.12 0.42
H -0.86 -0.11 0.40
C -1.81 2.67 -1.43
C -1.95 1.78 -2.62
H -1.00 3.39 -1.59
H -2.72 3.36 -1.31
H -1.58 2.08 -0.47
H -1.97 2.33 -3.50
H -2.83 1.17 -2.44
H -1.19 0.92 -2.52
*
```


No. 12
The following is a quantum chemistry calculation of a cluster of 2 separate species, C10H16 in total, from the OMol25 dataset.

Values from the calculation:
HOMO energy ... -0.3263 Ha
Strongest force on any atom ... 5.08 eV/Å
Structure (SMILES) ... CCc1ccccc1.CC
Electronic energy ... -10627.0468 eV
HOMO-LUMO gap ... 9.77 eV

```
! RIJCOSX wB97M-V def2-TZVPD def2/J DEFGRID3
* xyz 0 1
C 0.37 1.11 -3.18
C 0.51 0.47 -1.79
C -0.52 1.12 -0.91
C -0.13 2.12 -0.05
C -0.94 2.61 0.99
C -2.08 1.89 1.08
C -2.69 1.02 0.08
C -1.81 0.67 -0.95
H -0.27 2.04 -3.17
H -0.23 0.43 -3.89
H 1.24 1.41 -3.66
H 0.62 -0.65 -1.64
H 1.67 0.77 -1.42
H 1.03 2.30 0.03
H -0.47 3.30 1.57
H -2.83 2.18 1.79
H -3.65 0.54 0.30
H -2.06 -0.06 -1.70
C 1.01 -3.38 1.84
C 2.01 -2.37 2.38
H -0.01 -3.21 2.07
H 1.00 -3.41 0.61
H 1.37 -4.29 2.20
H 3.04 -2.73 1.96
H 2.10 -2.51 3.45
H 1.71 -1.37 2.04
*
```